[1]
Density functional theory data (the ωB97M-V functional and the def2-TZVPD basis) for C20H29B2Br6I3N2O3 as an isolated structure at a distorted geometry.

Each line ends with the natural charge from an NBO analysis.
Positions of all 65 atoms, in Å:
C1 3.001 2.549 4.149  -0.6053
C2 2.463 1.677 2.986  -0.8233
B1 0.979 2.048 2.559  1.1373
O1 0.426 3.291 2.832  -0.9544
C3 0.124 0.919 1.821  -0.4039
C4 0.102 0.792 0.452  0.1103
C5 0.948 1.755 -0.340  -0.8671
B2 0.216 3.151 -0.636  1.2142
O2 1.001 4.286 -0.742  -0.9367
O3 -1.160 3.235 -0.846  -0.9369
C6 -0.733 -0.236 -0.128  -0.1242
I1 -0.674 -0.309 -2.260  0.1739
C7 -1.506 -1.098 0.632  -0.1276
C8 -2.440 -2.186 0.106  -0.3798
I2 -4.029 -1.416 -1.147  0.1065
C9 -1.727 -3.467 -0.413  -0.2802
C10 -1.553 -3.708 -1.913  -0.6706
I3 -2.859 -5.175 0.374  0.0389
C11 -1.408 -0.946 2.057  0.1706
N1 -2.127 -1.821 2.828  -0.3744
C12 -2.001 -1.665 4.121  0.0056
C13 -1.206 -0.630 4.684  0.0184
N2 -0.505 0.244 4.007  -0.3734
C14 -0.616 0.043 2.654  0.1136
H1 2.852 3.618 3.957  0.2069
H2 2.529 2.267 5.099  0.2013
H3 4.079 2.392 4.295  0.2093
H4 2.460 0.637 3.349  0.2357
H5 3.143 1.689 2.121  0.2423
H6 0.190 3.357 3.766  0.5165
H7 1.225 1.376 -1.337  0.2668
H8 1.915 1.970 0.135  0.2497
H9 0.760 4.939 -0.069  0.5124
H10 -1.645 3.361 -0.020  0.5022
H11 -3.007 -2.508 0.977  0.2853
H12 -0.747 -3.560 0.065  0.2307
H13 -2.386 -3.402 -2.550  0.2350
H14 -1.435 -4.789 -2.068  0.2221
H15 -0.617 -3.281 -2.289  0.2378
H16 -2.531 -2.358 4.772  0.2051
H17 -1.181 -0.552 5.774  0.1947
Br1 -1.539 5.687 1.239  -0.0213
C15 -1.162 7.429 2.017  -0.4419
C16 -0.353 8.279 1.075  -0.4511
Br2 1.509 7.714 1.037  -0.0093
H18 -0.664 7.252 2.965  0.2328
H19 -2.136 7.880 2.200  0.2318
H20 -0.335 9.313 1.414  0.2318
H21 -0.716 8.240 0.053  0.2367
Br3 -0.345 -5.069 -5.171  -0.0119
C17 -1.215 -6.806 -5.051  -0.4472
C18 -2.313 -6.944 -6.071  -0.4495
Br4 -3.901 -5.949 -5.548  -0.0089
H22 -1.570 -6.911 -4.030  0.2337
H23 -0.427 -7.533 -5.236  0.2292
H24 -2.635 -7.981 -6.145  0.2288
H25 -2.024 -6.585 -7.054  0.2317
Br5 1.971 -2.749 -3.772  -0.0094
C19 3.000 -1.473 -2.722  -0.4538
C20 4.458 -1.845 -2.673  -0.4476
Br6 4.776 -3.325 -1.450  -0.0146
H26 2.538 -1.429 -1.740  0.2327
H27 2.866 -0.517 -3.225  0.2310
H28 5.047 -1.018 -2.282  0.2287
H29 4.851 -2.144 -3.640  0.2323

Forces on atoms 1 to 2 (eV/Å):
C 0.4232 -0.1227 -0.3112
C -0.1536 0.1789 0.9306

Computed properties:
2S+1: 1
HOMO, eV: -8.61
Lowest unoccupied orbital energy, eV: -0.5
Gap between HOMO and LUMO, eV: 8.06

[2]
Density functional theory data (the ωB97M-V functional and the def2-TZVPD basis) for a 10-piece molecular cluster, C20H29Cl27N3O3P overall at a distorted geometry.

Each line ends with the Mulliken charge.
Positions of all 83 atoms, in Å:
C1 -1.087 2.818 0.978  -0.6226
C2 -1.158 1.642 -0.198  -0.2187
O1 -1.281 0.315 0.416  0.2334
C3 -0.051 -0.481 0.310  0.1181
O2 1.053 0.412 0.797  -0.0250
C4 0.360 -0.939 -1.209  -0.1846
N1 0.799 -1.294 -2.380  -0.6379
C5 -0.063 -1.747 1.399  0.9666
C6 1.554 -2.138 1.583  -0.1631
N2 2.776 -2.554 1.842  -0.6848
C7 -0.787 -3.097 0.845  -0.7664
C8 -2.426 -3.100 0.866  -0.6630
C9 -3.082 -2.524 -0.495  -0.5305
C10 -3.987 -1.196 -0.444  0.0580
C11 -4.342 -0.542 0.999  0.1109
N3 -5.488 -1.247 1.734  -0.6129
P1 -0.639 -1.123 3.105  0.9821
O3 0.222 -1.806 4.267  -0.8117
H1 -1.570 2.405 1.964  -0.0551
H2 0.080 2.983 1.168  0.3020
H3 -1.562 3.807 0.572  0.3353
H4 -2.184 1.837 -0.776  0.1351
H5 -0.297 1.760 -0.981  0.3011
H6 1.626 0.704 0.022  0.0899
H7 -0.447 -3.998 1.552  0.3298
H8 -0.455 -3.426 -0.244  0.4002
H9 -2.768 -2.631 1.876  0.4324
H10 -2.738 -4.252 0.933  0.3073
H11 -2.193 -2.338 -1.270  0.0777
H12 -3.731 -3.392 -0.995  0.4221
H13 -5.016 -1.403 -1.009  0.1788
H14 -3.451 -0.351 -1.094  -0.1243
H15 -3.428 -0.550 1.767  -0.2533
H16 -4.587 0.617 0.845  0.2457
H17 -5.830 -0.534 2.437  0.2026
H18 -6.260 -1.332 1.033  0.2831
H19 -2.057 -1.186 3.343  -0.1757
H20 -0.289 0.303 3.157  0.0905
C12 0.206 -4.248 -4.556  0.1815
Cl1 1.077 -4.993 -5.907  -0.1361
Cl2 -1.322 -3.545 -5.114  -0.1254
Cl3 -0.087 -5.436 -3.275  -0.1199
H21 0.825 -3.446 -4.147  0.1908
C13 4.659 1.824 -0.027  0.1290
Cl4 4.116 2.442 1.542  -0.0923
Cl5 3.408 2.067 -1.258  -0.2496
Cl6 6.172 2.607 -0.514  -0.1189
H22 4.843 0.751 0.071  0.2545
C14 5.188 3.430 -4.489  0.3678
Cl7 6.845 2.839 -4.274  -0.1227
Cl8 5.195 5.062 -5.179  -0.1418
Cl9 4.262 2.324 -5.517  -0.1279
H23 4.708 3.473 -3.508  0.0083
C15 2.006 -6.259 1.931  0.1500
Cl10 2.877 -7.003 0.580  -0.1270
Cl11 0.478 -5.556 1.374  -0.0939
Cl12 1.713 -7.447 3.213  -0.1370
H24 2.625 -5.456 2.340  0.1944
C16 6.688 5.562 -8.808  0.4606
Cl13 8.345 4.971 -8.593  -0.1199
Cl14 6.695 7.194 -9.498  -0.1272
Cl15 5.762 4.456 -9.836  -0.1207
H25 6.208 5.605 -7.827  -0.0784
C17 -3.441 -0.580 6.060  -0.0782
Cl16 -3.984 0.038 7.629  -0.1276
Cl17 -4.692 -0.338 4.829  -0.0934
Cl18 -1.928 0.203 5.573  -0.0704
H26 -3.257 -1.654 6.158  0.3829
C18 6.964 0.724 3.932  0.0274
Cl19 7.524 2.374 3.608  -0.1172
Cl20 6.136 0.058 2.514  -0.0790
Cl21 8.321 -0.312 4.404  -0.1242
H27 6.253 0.759 4.761  0.2951
C19 -3.162 4.593 4.057  -0.0632
Cl22 -1.491 4.100 3.732  -0.0815
Cl23 -3.782 5.596 2.734  -0.1247
Cl24 -4.194 3.173 4.298  -0.0702
H28 -3.173 5.187 4.974  0.3642
C20 -6.224 0.957 -3.410  -0.0627
Cl25 -5.372 1.977 -2.239  -0.0912
Cl26 -5.068 0.065 -4.415  -0.1072
Cl27 -7.319 -0.162 -2.580  -0.1262
H29 -6.819 1.602 -4.061  0.3765

Forces on atoms 1 to 2 (eV/Å):
C 1.4578 -1.2058 -0.8516
C -1.6686 2.1867 -0.2705

Computed properties:
2S+1: 1
HOMO, eV: -9.77
Lowest unoccupied orbital energy, eV: 0.0
SMILES: CCO[C@](O)(C#N)[C@](C#N)(CCCCCN)[PH2]=O.ClC(Cl)Cl.ClC(Cl)Cl.ClC(Cl)Cl.ClC(Cl)Cl.ClC(Cl)Cl.ClC(Cl)Cl.ClC(Cl)Cl.ClC(Cl)Cl.ClC(Cl)Cl
Gap between HOMO and LUMO, eV: 9.81

[3]
Density functional theory data (the ωB97M-V functional and the def2-TZVPD basis) for C20H29DyF6N8O6S2 as an isolated structure at a distorted geometry.

Each line ends with the Mulliken spin population.
Positions of all 72 atoms, in Å:
Dy1 0.180 -0.147 0.078  4.9433
N1 3.543 -1.866 -2.479  -0.0002
C1 3.635 -0.628 -3.085  -0.0012
C2 2.667 0.129 -2.516  -0.0013
N2 1.987 -0.629 -1.584  0.0052
C3 2.544 -1.822 -1.584  -0.0017
C4 2.069 -2.854 -0.673  0.0024
N3 1.171 -2.566 0.238  0.0001
C5 0.923 -3.735 0.918  0.0005
C6 1.690 -4.734 0.406  -0.0004
N4 2.417 -4.155 -0.610  -0.0002
H1 4.139 -2.651 -2.685  -0.0001
H2 4.370 -0.406 -3.840  0.0000
H3 2.411 1.156 -2.714  0.0001
H4 0.223 -3.792 1.735  -0.0001
H5 1.783 -5.776 0.664  0.0000
H6 3.069 -4.644 -1.201  0.0000
F1 2.880 3.731 1.328  0.0001
C7 1.783 4.241 0.783  0.0007
F2 1.279 5.181 1.541  0.0001
F3 2.031 4.680 -0.433  0.0000
S1 0.587 2.846 0.715  0.0025
O1 1.286 1.767 -0.041  0.0103
O2 0.279 2.475 2.064  0.0005
N5 -0.613 3.436 -0.123  0.0003
S2 -1.824 2.453 -0.318  0.0030
O3 -3.115 3.009 -0.205  -0.0002
O4 -1.540 1.163 0.371  0.0044
C8 -1.646 1.835 -2.045  -0.0008
F4 -1.604 2.776 -2.938  -0.0002
F5 -2.627 0.987 -2.283  0.0001
F6 -0.458 1.128 -2.085  0.0020
O5 0.901 -0.338 2.144  0.0167
C9 1.614 -0.039 3.145  -0.0032
C10 1.055 -0.165 4.527  0.0002
C11 0.891 1.186 5.256  0.0000
C12 2.186 1.718 5.860  0.0000
C13 3.254 2.072 4.829  0.0000
C14 3.752 0.866 4.040  0.0000
N6 2.833 0.425 2.973  0.0005
H7 1.720 -0.812 5.110  0.0000
H8 0.098 -0.670 4.428  0.0000
H9 0.161 1.038 6.050  0.0000
H10 0.464 1.920 4.567  0.0000
H11 2.593 0.968 6.548  0.0000
H12 1.962 2.598 6.462  0.0000
H13 4.113 2.516 5.335  0.0000
H14 2.872 2.823 4.128  0.0000
H15 3.936 0.024 4.710  0.0000
H16 4.692 1.092 3.544  0.0000
H17 3.123 0.559 2.017  0.0004
C15 -2.237 -1.590 1.930  0.0005
N7 -3.045 -2.021 0.797  -0.0003
C16 -4.354 -2.620 1.112  0.0001
C17 -4.815 -3.510 -0.019  0.0000
C18 -4.715 -2.737 -1.314  -0.0001
N8 -3.341 -2.258 -1.498  0.0001
C19 -2.860 -2.147 -2.874  -0.0001
C20 -2.584 -1.895 -0.460  -0.0004
O6 -1.409 -1.434 -0.658  0.0142
H18 -1.448 -2.305 2.165  0.0002
H19 -2.886 -1.498 2.796  0.0001
H20 -1.804 -0.610 1.775  0.0020
H21 -5.079 -1.826 1.300  -0.0001
H22 -4.244 -3.195 2.029  0.0000
H23 -5.840 -3.831 0.159  0.0000
H24 -4.185 -4.401 -0.077  0.0000
H25 -5.406 -1.890 -1.318  0.0000
H26 -4.958 -3.365 -2.167  0.0000
H27 -2.930 -3.119 -3.360  0.0000
H28 -1.831 -1.815 -2.887  0.0000
H29 -3.473 -1.436 -3.429  0.0000

Forces on atoms 1 to 2 (eV/Å):
Dy 1.1815 -2.6928 0.1139
N 0.2219 -0.0066 -0.2171

Computed properties:
Expectation value of S²: 9.33
2S+1: 6
HOMO (alpha / beta), eV: -14.18 / -14.18
Lowest unoccupied orbital energy (alpha / beta), eV: -4.9 / -4.9
Gap between HOMO and LUMO (alpha / beta), eV: 9.24 / 9.26
Charge: +2